1 | The following is a quantum chemistry calculation of C4H12N2O as an isolated structure, from the Open Molecules 2025 dataset.

CARTESIAN COORDINATES (ANGSTROEM)
C 0.02 0.11 -1.29
C 0.61 1.51 -1.28
C 1.04 -1.00 -1.09
N -1.66 0.07 -0.54
O -2.17 1.15 -0.53
H -0.39 -0.05 -2.29
H 1.36 1.63 -2.07
H 0.55 -1.98 -1.08
H 1.09 1.73 -0.32
H -0.16 2.27 -1.47
H 1.59 -0.88 -0.15
H 1.79 -1.00 -1.89
C -0.46 0.01 1.82
N -0.52 -1.38 2.15
H -1.44 -1.77 1.99
H -0.22 -1.59 3.09
H -1.31 0.59 2.18
H 0.47 0.45 2.19
H -0.20 0.14 0.59

E_LUMO: 0.30 eV

---

2 | The following is a quantum chemistry calculation of one molecule with the formula C4H12N2O, from the Open Molecules 2025 dataset.

CARTESIAN COORDINATES (ANGSTROEM)
N -1.45 -1.63 1.53
C -1.46 -0.93 0.23
C -0.28 0.10 0.15
N 0.90 -0.38 0.89
C 0.13 0.69 -1.17
C 1.20 1.75 -0.97
O 2.48 1.20 -0.60
H -0.75 -2.39 1.56
H -2.27 -2.15 1.70
H -2.47 -0.31 0.07
H -1.40 -1.65 -0.61
H -0.63 0.99 0.65
H 1.47 -1.04 0.33
H 0.46 -0.97 1.62
H 0.37 -0.12 -2.00
H -0.75 1.23 -1.58
H 0.88 2.45 -0.16
H 1.36 2.40 -1.84
H 2.21 0.77 0.20

E_LUMO: 0.88 eV

---

3 | The following is a quantum chemistry calculation of a 2-piece molecular cluster, C4H12N2O overall, from the Open Molecules 2025 dataset.

CARTESIAN COORDINATES (ANGSTROEM)
C 0.60 -1.86 1.13
C -0.26 -0.63 1.00
C -1.02 -0.37 -0.07
N -1.08 -1.21 -1.18
N -1.72 0.84 -0.21
H 0.02 -2.77 0.97
H 1.41 -1.85 0.41
H 1.02 -1.91 2.13
H -0.22 0.09 1.80
H -0.86 -2.17 -0.99
H -1.90 -1.09 -1.76
H -2.53 0.79 -0.81
H -1.95 1.27 0.68
C 1.76 1.72 -0.58
O 0.70 2.57 -0.23
H 1.92 0.94 0.18
H 2.65 2.34 -0.65
H 1.58 1.24 -1.54
H -0.12 2.05 -0.26

E_LUMO: 0.77 eV

---

Stability check: which of them is least stable? 1.